Arrangement a

17
Properties=species:S:1:pos:R:3 method="wB97M-V/def2-TZVPD" gap_ev=9.657 homo_ev=-8.91 molar_mass_g_mol=122.2
C 0.0630 -0.9075 1.3146
C -0.9248 0.0967 -0.8248
C 0.9147 -0.3742 -1.7267
C -0.7157 0.1606 0.6853
O 1.7790 0.5724 -1.1600
O -2.0774 0.1456 1.1729
S -0.1378 1.9623 1.0958
H -0.2583 -1.9207 1.2151
H 1.1634 -0.8109 0.8396
H 0.2095 -0.7050 2.4255
H -1.1161 1.0463 -1.3809
H -1.4830 -0.7477 -1.1208
H 0.8269 -0.1047 -2.8073
H 1.2404 -1.4035 -1.5645
H 1.4498 1.4971 -1.2038
H -2.0648 -0.2456 2.0050
H 1.1311 1.7388 1.0352

=====

Arrangement b

17
Properties=species:S:1:pos:R:3 method="wB97M-V/def2-TZVPD" gap_ev=9.801 smiles="CC(=O)O.CCS" homo_ev=-9.11 molar_mass_g_mol=122.2
C -2.4655 0.6256 -0.9342
C -1.6547 1.2714 0.1684
S -0.1671 2.0402 -0.5172
H -1.9175 -0.1637 -1.4408
H -2.8156 1.3575 -1.6624
H -3.3639 0.1622 -0.5208
H -2.2647 2.0246 0.6670
H -1.3658 0.5338 0.9107
H 0.3000 2.5820 0.6349
O 1.7253 -2.4812 -0.4017
C 1.2534 -1.6898 0.3588
O -0.0882 -1.5513 0.4898
C 1.9828 -0.7567 1.2669
H -0.4648 -2.1759 -0.1470
H 1.7873 0.2640 0.9282
H 3.0478 -0.9502 1.1593
H 1.6798 -0.8147 2.3081

=====

Relative energy of each structure, in eV: arrangement a 3.369; arrangement b 0.000.

=====

Arrangement a

7
Properties=species:S:1:pos:R:3 method="wB97M-V/def2-TZVPD" charge=+1 gap_ev=3.979 homo_ev=-12.71 molar_mass_g_mol=270.6
Mg 1.7063 0.4629 6.0559
I 2.1547 -1.5456 2.9404
C -0.6310 0.1770 -1.7267
Cl -0.7041 -0.6313 -3.3381
Cl -2.0698 -0.2802 -0.7591
Cl -0.7610 1.8833 -1.9487
H 0.3049 -0.0660 -1.2236

=====

Arrangement b

7
Properties=species:S:1:pos:R:3 method="wB97M-V/def2-TZVPD" charge=+1 gap_ev=5.542 homo_ev=-13.31 molar_mass_g_mol=270.6
Mg -28.9156 22.9290 -6.2060
I -27.7664 22.2877 -4.0275
C -29.5823 20.2009 -1.0498
Cl -31.1932 20.2505 -1.7895
Cl -28.8797 18.5698 -1.0891
Cl -29.6555 20.8820 0.5756
H -28.9112 20.8056 -1.6411

=====

Relative energy of each structure, in eV: arrangement a 2.576; arrangement b 0.000.

=====

Arrangement a

14
Properties=species:S:1:pos:R:3 method="wB97M-V/def2-TZVPD" gap_ev=9.395 smiles=CC(S)(S)CO homo_ev=-8.85 molar_mass_g_mol=124.2
C 1.1833 -0.3703 -0.9892
C -1.1259 -0.3573 0.4203
C 0.2231 0.5056 -0.2161
O -0.8253 -1.2003 1.4323
S -0.4062 1.7665 -1.4299
S 1.1182 1.1657 1.2562
H 2.1522 0.0860 -1.3920
H 1.6241 -1.2899 -0.4374
H 0.7303 -0.7311 -1.8660
H -1.7360 0.4550 0.9175
H -1.7047 -0.7571 -0.4492
H -0.5622 -2.1163 0.9941
H -1.0893 2.3497 -0.4462
H 0.4184 0.4937 2.2057

=====

Arrangement b

14
Properties=species:S:1:pos:R:3 method="wB97M-V/def2-TZVPD" gap_ev=8.929 smiles=C1CSCS1.O homo_ev=-8.33 molar_mass_g_mol=124.2
S -1.4750 0.6883 -0.6852
S 1.1680 -0.8331 -1.2324
C 0.0000 0.0000 0.0000
C -1.4657 -0.4990 -2.0448
C 0.0339 -0.5451 -2.5431
H -0.3490 -0.7982 0.6831
H 0.5889 0.7215 0.5984
H -2.2105 -0.0920 -2.7555
H -1.8702 -1.4462 -1.6391
H 0.4811 0.3297 -3.0530
H 0.0880 -1.4043 -3.2389
O -0.9550 -3.3040 0.6642
H -0.0765 -3.6022 0.9921
H -1.4613 -3.0822 1.4782

=====

Relative energy of each structure, in eV: arrangement a 0.700; arrangement b 0.000.

=====

Arrangement a

9
Properties=species:S:1:pos:R:3 method="wB97M-V/def2-TZVPD" gap_ev=9.732 smiles="C/C=C/F" homo_ev=-8.53 molar_mass_g_mol=60.1
C -0.1637 -0.2176 0.4194
C -0.6090 1.2159 0.4502
C 0.6257 -0.8371 -0.6178
F -1.0405 1.7573 1.5684
H -0.6776 -0.8257 1.1119
H -0.5157 1.9667 -0.3262
H 0.8862 -1.8337 -0.2634
H 0.0213 -1.0304 -1.5282
H 1.4732 -0.1954 -0.8143

=====

Arrangement b

9
Properties=species:S:1:pos:R:3 method="wB97M-V/def2-TZVPD" gap_ev=11.575 smiles="C=CCF" homo_ev=-10.34 molar_mass_g_mol=60.1
C -1.3456 -0.4421 -0.1480
C -0.4462 0.5171 -0.1026
C 1.1511 0.0349 0.2589
F 1.9591 0.6989 -0.5833
H -2.4457 -0.3780 -0.4923
H -1.0493 -1.4125 0.0210
H -0.4507 1.5354 -0.3454
H 1.2313 -1.0079 0.1569
H 1.3961 0.4543 1.2348

=====

Relative energy of each structure, in eV: arrangement a 0.233; arrangement b 0.000.

=====

Arrangement a

15
Properties=species:S:1:pos:R:3 method="wB97M-V/def2-TZVPD" gap_ev=10.450 smiles="C/N=N/N.NC=O" homo_ev=-9.50 molar_mass_g_mol=104.1
C 0.5403 -1.9531 0.0889
N 0.7356 -0.5614 -0.3201
N 1.8513 -0.1138 0.0667
C -1.3121 1.3169 0.3847
N 2.0899 1.0361 -0.5736
N -2.2835 0.4396 -0.0080
O -1.2456 2.4670 -0.0377
H -0.7223 0.9882 1.2809
H 1.2419 1.5415 -0.8284
H 2.8407 1.5857 -0.1696
H -2.8890 0.7370 -0.7618
H -2.2575 -0.5246 0.2916
H -0.2021 -2.0023 0.8923
H 1.4549 -2.4319 0.4544
H 0.1575 -2.5250 -0.7605

=====

Arrangement b

15
Properties=species:S:1:pos:R:3 method="wB97M-V/def2-TZVPD" gap_ev=6.847 homo_ev=-6.67 molar_mass_g_mol=104.1
C 0.6712 -1.1996 0.1125
N -0.9256 -0.4701 -0.6773
C 0.5557 0.2093 -0.2530
N -2.0836 -0.1076 0.0409
N 1.1556 0.5830 -1.4953
O -0.0390 0.7738 1.9099
N 0.7026 1.1772 0.7193
H 0.3602 1.3368 2.5844
H -1.0134 -0.4472 -1.6907
H -2.4701 -0.9197 0.5168
H -1.8198 0.5703 0.7551
H 2.1078 0.2410 -1.5585
H 1.1447 1.5958 -1.5748
H 0.4100 -1.4697 1.1277
H 1.2438 -1.8735 -0.5169

=====

Relative energy of each structure, in eV: arrangement a 0.000; arrangement b 4.478.

=====

Arrangement a

15
Properties=species:S:1:pos:R:3 method="wB97M-V/def2-TZVPD" gap_ev=8.101 smiles="[H]/N=N/N.C/N=C/O" homo_ev=-8.63 molar_mass_g_mol=104.1
C -0.8505 0.2078 1.0013
C 1.2447 -0.7640 1.1417
N -0.1635 -0.9010 0.8159
N -0.0856 -0.4485 -1.8100
O -2.1979 0.0702 1.0420
N -0.4783 0.9150 -1.0539
N 0.4365 1.7190 -1.2048
H -2.4087 -0.7496 0.5682
H -0.5070 1.0590 1.6029
H -0.2107 -1.3039 -1.2700
H 0.1826 -0.1732 -2.7520
H 0.1635 2.5474 -1.7482
H 1.7899 -1.6342 0.7703
H 1.3807 -0.6630 2.2249
H 1.7042 0.1188 0.6716

=====

Arrangement b

15
Properties=species:S:1:pos:R:3 method="wB97M-V/def2-TZVPD" gap_ev=9.091 homo_ev=-8.34 molar_mass_g_mol=104.1
C 1.5202 -0.9288 0.3413
C -0.5936 -0.0008 -0.3145
H 1.1394 -1.5933 1.1422
H 2.3989 -1.4594 -0.0936
H 1.8851 0.0089 0.7825
H 0.3146 -1.5341 -1.2016
H -1.6727 -1.4759 0.4176
H -2.5172 0.8697 0.2788
H 0.5815 2.6659 0.5190
H 1.2857 1.6002 -0.6030
N 0.5556 -0.6822 -0.7223
N -1.7907 -0.7592 -0.3208
N -0.6388 1.2156 0.0066
N 0.4247 2.0725 -0.3015
O -2.8927 0.0008 0.0693

=====

Arrangement c

15
Properties=species:S:1:pos:R:3 method="wB97M-V/def2-TZVPD" gap_ev="8.211 / 8.614" homo_ev="-8.56 / -8.44" molar_mass_g_mol=104.1
C 0.7824 -0.4694 1.2164
C 0.5700 -0.4644 -1.2519
N -2.9139 -0.3200 -0.1235
N -1.7521 1.6462 0.0529
N 0.3153 0.1729 0.0049
N -1.8993 0.3222 0.0748
O -3.2018 -1.4614 -0.3600
H 0.0035 -1.2328 1.5373
H 1.8769 -0.7520 1.1283
H 0.7437 0.3865 1.9435
H 1.6554 -0.2613 -1.5807
H 0.3936 -1.5036 -1.0542
H -0.1318 0.0381 -1.9636
H -0.6752 1.7387 -0.0792
H -2.5032 2.2339 -0.3278

=====

Relative energy of each structure, in eV: arrangement a 2.875; arrangement b 0.000; arrangement c 4.414.